Density functional theory data (wB97M-V/def2-TZVPD) for a structure of composition C41H33BrF6IMnN5O8S4.

The value obtained for the total energy is -235987.4685 eV. The expectation value of S² is 6.122. As for the charge: +1. Its highest occupied orbital energy (alpha / beta) is -10.132 / -10.131 eV. The spin multiplicity is 5. The calculation puts the gap between HOMO and LUMO (alpha / beta) at 4.60 / 4.60 eV. The energy relative to the best compared isomer or geometry (same formula, charge and spin) comes out at 98.6 kJ/mol. The calculation puts the lowest unoccupied orbital energy (alpha / beta) at -5.53 / -5.54 eV.

Geometry as XYZ:
```
100
Properties=species:S:1:pos:R:3:forces:R:3:mulliken_spin:R:1
H 2.747 5.832 0.054 0.0 0.1 -0.1 0.00
C 2.402 -1.935 -4.275 0.2 0.2 0.1 0.00
C -2.442 -6.137 -2.246 0.0 0.3 0.3 0.00
C 2.802 -2.924 2.747 -0.1 -0.1 0.3 0.00
C -3.363 1.795 2.317 -0.7 0.5 -0.5 0.00
O 2.990 0.994 -1.385 -0.4 -0.3 -0.1 0.09
Br 4.211 -0.836 -6.158 0.0 0.0 0.0 0.00
F 3.088 -1.934 3.587 0.1 0.0 0.0 0.00
H -5.270 3.521 -1.979 0.0 0.1 0.0 0.00
I 4.818 8.158 4.207 -0.2 -0.4 -0.2 0.00
C -0.304 -4.869 -3.428 -0.8 0.0 0.9 0.00
C 2.217 3.397 0.886 -0.4 0.6 -0.8 0.00
C -1.278 0.843 1.624 1.1 -2.5 4.1 0.03
N 0.701 -4.051 -3.819 0.9 0.7 0.0 0.00
H -4.636 -0.367 5.126 0.0 0.1 0.1 0.00
O 3.290 -2.712 0.191 0.2 -0.5 -0.1 0.00
H 4.238 0.858 -3.795 0.0 0.1 0.0 0.00
N -2.248 0.909 2.559 1.4 0.1 -2.1 0.04
N -0.142 -3.246 -1.921 0.0 0.2 0.3 0.00
C -5.347 -2.920 3.032 -0.1 0.1 0.1 0.00
H 2.030 -1.887 -0.334 0.0 0.2 0.2 0.00
C -5.163 0.851 -4.042 -0.1 0.1 0.0 0.00
C -5.655 1.981 -3.409 0.0 -0.1 -0.1 0.00
C -1.411 1.510 0.393 0.1 2.1 -4.1 0.06
C -2.749 2.893 -1.147 -0.1 0.3 -0.9 -0.01
H -6.362 -2.061 4.708 -0.1 0.0 0.1 0.00
H 3.032 3.334 3.495 0.0 -0.1 0.1 0.00
C -3.125 1.032 -2.789 0.0 0.1 0.1 -0.01
C 3.600 6.760 1.796 0.1 0.1 0.1 0.00
H -0.245 -2.647 -1.116 0.0 -0.1 -0.2 0.00
F 2.679 -4.041 3.445 0.3 -0.1 -0.2 0.00
C -3.900 0.376 -3.728 0.1 -0.1 0.0 0.00
H -1.763 3.102 -1.564 -0.1 0.1 0.1 0.00
O 3.248 -0.260 1.319 -1.5 0.6 0.5 0.02
H -2.440 -4.580 -0.756 0.0 0.0 0.1 0.00
H 3.645 2.620 -2.489 0.0 -0.1 0.1 0.00
C -2.315 0.042 3.714 0.1 -0.5 0.7 0.00
H -2.260 -7.568 -3.831 0.0 0.0 0.0 0.00
C 1.744 -2.017 -3.044 0.5 0.8 0.2 0.01
C -0.873 -4.369 -2.224 0.0 -0.5 -0.8 0.00
O 2.175 2.213 1.414 0.2 -0.1 0.7 0.00
H -3.228 3.836 -0.867 0.1 -0.1 0.1 0.00
C 3.956 6.564 3.123 0.2 0.3 0.2 0.00
S 0.192 -0.063 1.927 -2.8 0.0 1.0 0.02
C -4.516 -1.062 4.306 0.1 0.1 0.0 0.00
C -5.490 -2.019 4.074 -0.1 -0.1 0.0 0.00
C -3.385 -1.008 3.504 -0.1 0.1 -0.1 0.00
H 4.047 5.208 4.775 0.0 -0.1 0.1 0.00
C 5.545 0.799 1.966 0.1 0.5 0.2 0.00
C 2.822 4.482 1.701 0.1 0.1 0.1 0.00
N -2.569 2.107 0.049 1.9 -1.1 1.0 0.04
H 4.027 2.631 -0.753 -0.1 -0.1 -0.1 -0.01
C -3.737 1.776 0.835 -0.6 -0.2 0.9 0.00
C 3.301 -0.919 -4.511 -0.2 -0.1 0.1 0.00
F 1.606 -2.652 2.201 -0.1 -0.1 -0.1 0.00
C -4.224 -2.863 2.223 0.1 -0.1 -0.1 0.00
H 4.937 1.548 -1.820 -0.2 0.0 0.0 0.00
H -5.763 0.346 -4.783 0.0 -0.1 -0.1 0.00
C 3.537 0.073 -3.569 -0.1 0.1 0.2 0.00
C -3.610 2.174 -2.160 0.0 0.0 0.0 0.01
C 2.020 -1.056 -2.064 0.2 0.0 -0.7 0.00
H 2.190 -2.691 -5.013 0.0 0.0 -0.1 0.00
S 4.650 -0.559 1.030 1.8 0.6 -0.4 0.00
H -3.515 -0.501 -4.228 0.0 -0.1 0.0 0.00
H -2.359 -1.869 1.840 0.1 -0.1 -0.1 0.00
C 3.756 5.339 3.744 0.1 0.1 0.1 0.00
F 5.229 0.800 3.250 -0.1 -0.3 0.0 0.00
H -6.636 2.357 -3.655 -0.1 0.0 0.0 0.00
C 3.962 2.007 -1.641 0.5 0.6 0.0 0.01
H -2.133 0.677 -2.544 0.1 -0.1 -0.1 0.01
H -3.286 -6.651 -1.810 -0.1 0.0 0.0 0.00
C 3.192 4.295 3.031 -0.1 0.0 -0.2 0.00
H -4.207 1.465 2.924 0.1 0.0 -0.1 0.00
H -0.350 -6.413 -4.924 0.0 -0.1 -0.1 0.00
N 5.091 -1.887 1.709 0.1 0.1 0.0 0.00
O 4.625 -4.363 1.417 0.5 -0.1 0.3 0.00
C 2.876 0.022 -2.350 -0.3 -0.7 -0.4 -0.05
H -4.518 2.509 0.634 0.1 -0.1 0.0 0.00
C -0.800 -6.033 -4.021 0.1 0.3 0.2 0.00
H -3.086 2.816 2.611 0.0 -0.1 0.1 0.00
S 4.086 -3.060 1.357 -1.3 -0.3 0.1 0.00
C -3.246 -1.914 2.457 0.0 0.1 0.1 0.01
C -1.861 -6.658 -3.408 0.0 0.0 -0.1 0.00
F 6.860 0.763 1.839 -0.2 -0.5 -0.2 0.00
H 3.768 7.714 1.321 0.0 0.1 0.0 0.00
O 1.491 -1.165 -0.773 0.1 0.3 0.0 0.06
C 0.795 -3.106 -2.907 -0.4 -0.9 -0.5 0.01
F 5.114 1.956 1.438 0.0 -0.3 -0.1 0.00
H -4.107 0.781 0.553 0.0 0.2 0.0 0.00
S -0.048 1.535 -0.700 -1.6 0.4 0.7 -0.20
Mn 1.754 0.681 0.425 1.0 -0.1 -0.9 3.86
H -1.339 -0.427 3.841 -0.1 0.2 0.1 0.00
H -6.109 -3.662 2.852 -0.1 -0.1 0.0 0.00
C 3.035 5.717 1.089 -0.1 -0.3 0.1 0.00
O 5.015 -0.372 -0.334 0.4 0.0 0.0 0.00
O 1.784 3.603 -0.244 0.2 0.3 0.1 0.01
C -1.969 -4.983 -1.640 -0.1 -0.2 0.1 0.00
C -4.882 2.637 -2.466 0.1 0.1 0.1 0.00
H -4.113 -3.566 1.411 0.0 -0.1 -0.1 0.00
H -2.546 0.647 4.595 0.1 0.0 -0.1 0.00
```
Positions in Å, forces in eV/Å.